# 1
ORCA calculation (ωB97M-V with the def2-TZVPD basis set) on a single C6H9N molecule in a non-equilibrium geometry.

```
! RIJCOSX wB97M-V def2-TZVPD def2/J DEFGRID3
* xyz 0 1
C 2.8249 0.6788 2.1281
C 1.8221 0.2278 1.1184
C 1.0070 -0.2558 0.3507
C 0.0094 -0.7674 -0.6740
C -1.3843 -0.2275 -0.4827
C -2.0213 0.4756 -1.5705
N -2.3331 -0.9482 -1.4131
H 2.7286 1.7410 2.3909
H 3.8566 0.5264 1.7807
H 2.7177 0.1085 3.0615
H -0.5596 -1.8009 -0.8501
H 0.4378 -0.4511 -1.6418
H -1.6867 -0.1396 0.5542
H -1.3744 0.6919 -2.4144
H -2.7700 1.2058 -1.3064
H -3.2746 -1.0652 -1.0316
*
```

Output
- SMILES: CC#CC[C@H]1CN1
- HOMO level: -9.27 eV
- Max |F|: 0.0694 hartree/bohr
- LUMO energy: 1.045 eV
- Gap between HOMO and LUMO: 10.31 eV

---

# 2
ORCA calculation (ωB97M-V with the def2-TZVPD basis set) on C6H9N as an isolated structure.

```
! RIJCOSX wB97M-V def2-TZVPD def2/J DEFGRID3
* xyz 0 1
C 2.1302 0.0683 -0.0365
C 0.6990 -0.1593 0.2583
C -0.3720 0.2187 1.0867
C -1.0566 1.7003 -0.5732
N -0.5804 0.3391 -0.3868
C -1.1431 -1.0997 -0.4887
C -0.2738 -1.2376 0.7418
H 2.2771 1.1039 -0.3524
H 2.4824 -0.6087 -0.8204
H 2.7190 -0.1113 0.8681
H -0.6208 0.9406 1.8489
H -2.1004 1.6119 -0.2273
H -1.0229 2.0386 -1.6028
H -0.8271 -1.6789 -1.3652
H -2.2310 -1.0841 -0.3861
H -0.0796 -2.0416 1.4356
*
```

Output
- HOMO level: -6.37 eV
- Max |F|: 0.0136 hartree/bohr
- LUMO energy: 0.828 eV
- Gap between HOMO and LUMO: 7.20 eV